No. 1
Here is a 6-piece molecular cluster, C42H62FNO15S overall from the Open Molecules 2025 dataset. Energies are from ωB97M-V with the def2-TZVPD basis set.

Values from the calculation:
electronic energy: -3318.37300 Ha
E_HOMO: -8.09 eV
gap between HOMO and LUMO: 7.9975 eV
maximum force: 9.80 eV Å⁻¹

Each line ends with the Löwdin charge.
Cartesian coordinates (Å):
C 0.9964 -0.1423 5.5191  -0.18
C 0.9359 -0.3413 3.8595  -0.54
S -0.7886 0.1771 3.3455  0.83
C -0.8029 0.7802 1.5318  -0.35
C -1.9315 0.0345 0.6097  -0.41
C -2.1871 0.8052 -0.8527  0.03
C -1.0055 1.8737 -1.2401  -0.15
O -0.1260 1.6290 -2.2494  -0.03
F -0.8203 3.2138 -0.5710  -0.05
O -3.2318 0.1979 1.3421  -0.16
C -4.2136 -0.8001 0.8894  -0.16
C -5.7052 -0.2143 1.3688  -0.28
C -6.8630 -1.3876 1.1213  -0.11
C -6.0893 1.2246 0.6823  -0.34
C -5.4416 2.5378 1.4451  -0.12
C -7.7412 1.4820 0.6870  -0.11
O -1.7553 -1.4115 0.4319  -0.04
C -0.3526 -1.8346 0.5175  -0.22
O -0.0273 -2.6296 1.5697  -0.02
C 0.8506 -1.4937 -0.5408  -0.06
C 2.2669 -1.0899 0.2516  -0.06
C 2.8375 0.4022 -0.1963  -0.24
O 2.8564 0.6659 -1.5172  -0.04
N 3.3628 1.4142 0.8004  0.00
C 2.5552 2.6946 0.8186  -0.17
C 1.6154 3.0928 2.1369  0.00
C 0.7088 4.4838 2.2246  -0.06
C 0.8058 5.5008 0.9424  -0.08
C 1.7382 5.1455 -0.3779  -0.06
C 2.6204 3.7506 -0.4601  0.01
H 0.1026 -0.8089 5.9457  0.05
H 2.0440 -0.4548 5.9455  0.08
H 0.6962 0.9778 5.8024  0.08
H 1.8113 0.2254 3.3290  0.06
H 1.0743 -1.5089 3.6656  0.08
H 0.2771 0.8217 1.0623  0.09
H -1.1469 1.9208 1.6140  0.10
H -3.1904 1.4450 -0.7555  0.14
H -2.4222 0.0136 -1.7108  0.16
H -4.2887 -0.9342 -0.2706  0.14
H -4.1093 -1.8365 1.4727  0.15
H -5.6332 -0.1126 2.5559  0.15
H -7.6308 -1.2549 2.0091  0.08
H -6.4199 -2.4738 1.1519  0.08
H -7.4296 -1.2406 0.1014  0.08
H -5.6447 1.2369 -0.4182  0.14
H -5.9054 3.5624 1.0458  0.08
H -4.2996 2.5769 1.1033  0.07
H -5.5225 2.4881 2.6260  0.09
H -8.2784 0.9958 -0.2402  0.08
H -8.1815 1.0366 1.6989  0.09
H -7.8746 2.6625 0.7209  0.08
H 0.5756 -0.7324 -1.3857  0.12
H 1.1081 -2.5191 -1.0952  0.11
H 2.0649 -1.0687 1.4104  0.09
H 3.1002 -1.9236 0.0876  0.14
H 4.3126 1.7117 0.4230  0.13
H 1.5248 2.3717 3.0825  0.08
H 0.0453 4.6661 3.1928  0.10
H 0.1967 6.4995 0.9927  0.08
H 1.7900 5.9236 -1.2501  0.08
H 3.2887 3.5138 -1.4029  0.09
O -1.6900 -1.5719 6.1955  0.07
C -2.0773 -1.1517 7.2732  -0.44
C -3.4718 -1.2823 7.8066  -0.08
C -3.4754 -0.2792 8.9323  -0.17
C -2.0344 -0.2703 9.3709  -0.17
O -1.2790 -0.5271 8.1880  0.02
H -3.6213 -2.3027 8.1703  0.14
H -4.2113 -1.0308 7.0428  0.13
H -4.1694 -0.5293 9.7391  0.12
H -3.7509 0.7086 8.5430  0.12
H -1.8174 -1.0565 10.1016  0.13
H -1.7422 0.6959 9.7924  0.13
O 4.4307 4.2843 -6.8312  0.09
C 4.0025 3.4111 -6.0948  -0.46
C 3.9701 1.9464 -6.4108  -0.09
C 3.0159 1.4189 -5.3693  -0.16
C 3.2096 2.3812 -4.2268  -0.19
O 3.5199 3.6331 -4.8370  0.02
H 4.9748 1.5322 -6.2892  0.13
H 3.5977 1.7694 -7.4224  0.13
H 3.2026 0.3781 -5.0919  0.12
H 1.9875 1.4901 -5.7440  0.13
H 4.0430 2.0931 -3.5774  0.12
H 2.3052 2.4811 -3.6196  0.11
O 1.8450 -3.5699 -2.7190  0.08
C 2.1694 -4.7208 -2.4773  -0.44
C 2.9879 -5.5995 -3.3740  -0.08
C 2.7443 -6.9664 -2.7859  -0.16
C 2.4944 -6.6605 -1.3324  -0.16
O 1.8680 -5.3786 -1.3194  0.03
H 4.0387 -5.3060 -3.2998  0.11
H 2.6409 -5.5400 -4.4081  0.13
H 3.5712 -7.6640 -2.9431  0.12
H 1.8432 -7.4033 -3.2334  0.12
H 3.4227 -6.6015 -0.7544  0.12
H 1.8339 -7.3984 -0.8678  0.13
O 6.0682 -7.4460 -1.6242  0.10
C 6.6217 -6.4139 -1.9656  -0.45
C 7.9118 -5.8941 -1.4076  -0.08
C 7.9064 -4.4619 -1.8791  -0.17
C 7.1129 -4.5383 -3.1571  -0.16
O 6.1659 -5.5855 -2.9506  0.00
H 8.7418 -6.4612 -1.8382  0.14
H 7.9236 -5.9573 -0.3170  0.13
H 8.9067 -4.0432 -2.0179  0.12
H 7.3762 -3.8373 -1.1499  0.13
H 7.7369 -4.7967 -4.0191  0.13
H 6.5874 -3.6023 -3.3677  0.13
O -4.6959 4.3404 -1.7450  0.09
C -4.1936 4.6971 -2.7979  -0.45
C -2.8356 4.2993 -3.2917  -0.09
C -2.5901 5.3052 -4.3877  -0.16
C -3.9832 5.6144 -4.8699  -0.17
O -4.8168 5.4897 -3.7186  0.03
H -2.8814 3.2779 -3.6796  0.14
H -2.0886 4.3797 -2.4986  0.12
H -1.9321 4.9377 -5.1796  0.12
H -2.1358 6.2083 -3.9622  0.13
H -4.3275 4.9042 -5.6290  0.13
H -4.0599 6.6286 -5.2725  0.13



No. 2
Here is C42H62N4O2PdSe as an isolated structure from the Open Molecules 2025 dataset. Energies are from ωB97M-V with the def2-TZVPD basis set.

Values from the calculation:
electronic energy: -4536.42760 Ha
energy above the lowest of the compared OMol25 structures with the same formula, charge and spin: 50.6 kJ/mol
E_HOMO (alpha / beta): -7.11 / -7.15 eV
2S+1: 3
gap between HOMO and LUMO (alpha / beta): 7.5461 / 6.4883 eV
maximum force: 0.71 eV Å⁻¹

Each line ends with the Löwdin charge.
Cartesian coordinates (Å):
Pd 0.0878 1.4348 -0.0933  1.09
C 2.0452 3.4601 -2.0445  -0.08
N 1.2330 2.2462 -2.0631  -0.32
C 0.0553 2.4352 -2.9140  -0.11
C 2.0403 1.1124 -2.5032  -0.19
C 1.3277 -0.2245 -2.3520  -0.15
N 0.7939 -0.4812 -1.0040  -0.19
C 1.8183 -1.0256 -0.0794  -0.11
C 2.9448 -0.0737 0.2076  -0.16
C 4.2192 -0.3133 -0.2731  -0.02
C 5.2607 0.5801 -0.0487  -0.17
C 4.9721 1.7173 0.7034  0.02
C 3.7135 2.0009 1.2278  -0.09
C 2.6628 1.0820 0.9755  -0.32
O 1.4439 1.2453 1.4565  -0.20
C 3.4740 3.2200 2.1232  -0.53
C 3.0556 2.7405 3.5235  -0.04
C 2.3795 4.1274 1.5412  -0.05
C 4.7338 4.0738 2.2815  -0.07
C 6.6488 0.2878 -0.6194  -0.56
C 7.1595 -1.0521 -0.0699  -0.05
C 7.6661 1.3705 -0.2578  -0.07
C 6.5638 0.2065 -2.1508  -0.05
C -0.3763 -1.4014 -1.0813  -0.12
C -1.0961 -1.5920 0.2219  -0.16
C -1.0458 -2.7934 0.9055  0.00
C -1.6733 -2.9531 2.1362  -0.17
C -2.3467 -1.8487 2.6525  0.03
C -2.4230 -0.6165 2.0078  -0.08
C -1.7857 -0.4847 0.7553  -0.32
O -1.7922 0.6417 0.0607  -0.25
C -3.1686 0.5701 2.6215  -0.53
C -3.7514 0.2301 3.9956  -0.07
C -4.3326 0.9785 1.7033  -0.05
C -2.2123 1.7613 2.8095  -0.04
C -1.5844 -4.2928 2.8664  -0.56
C -0.1105 -4.6324 3.1345  -0.05
C -2.2061 -5.3955 1.9978  -0.05
C -2.3183 -4.2728 4.2077  -0.07
H 2.3734 3.7375 -3.0567  0.09
H 2.9230 3.2972 -1.4196  0.08
H 1.4668 4.2831 -1.6269  0.09
H 0.3399 2.5302 -3.9717  0.10
H -0.4673 3.3431 -2.6155  0.09
H -0.6453 1.6054 -2.8093  0.04
H 2.9571 1.1180 -1.9191  0.10
H 2.3188 1.2290 -3.5633  0.13
H 2.0306 -1.0181 -2.6363  0.13
H 0.4925 -0.2758 -3.0517  0.11
H 2.2178 -1.9536 -0.5102  0.13
H 1.2929 -1.2688 0.8458  0.13
H 4.3918 -1.2173 -0.8500  0.12
H 5.7731 2.4139 0.8994  0.08
H 2.1250 2.1793 3.4781  0.07
H 2.9191 3.5980 4.1875  0.08
H 3.8300 2.0994 3.9508  0.09
H 1.4614 3.5728 1.3584  0.06
H 2.7175 4.5833 0.6080  0.07
H 2.1561 4.9330 2.2451  0.09
H 5.5297 3.5279 2.7925  0.09
H 4.4945 4.9530 2.8824  0.08
H 5.1135 4.4247 1.3190  0.08
H 7.2123 -1.0231 1.0198  0.09
H 8.1577 -1.2692 -0.4581  0.08
H 6.5038 -1.8768 -0.3522  0.08
H 7.7886 1.4605 0.8232  0.09
H 7.3740 2.3447 -0.6551  0.09
H 8.6379 1.1139 -0.6836  0.08
H 5.8675 -0.5704 -2.4713  0.07
H 7.5439 -0.0236 -2.5755  0.08
H 6.2243 1.1582 -2.5658  0.09
H -0.0380 -2.3734 -1.4635  0.13
H -1.0608 -0.9584 -1.8083  0.12
H -0.4962 -3.6185 0.4624  0.11
H -2.8278 -1.9492 3.6132  0.08
H -4.4734 -0.5876 3.9400  0.08
H -4.2711 1.1062 4.3875  0.08
H -2.9705 -0.0425 4.7088  0.09
H -5.0479 0.1547 1.6173  0.08
H -3.9709 1.2406 0.7093  0.04
H -4.8567 1.8411 2.1248  0.08
H -1.3046 1.4509 3.3312  0.09
H -2.7029 2.5396 3.3998  0.08
H -1.9319 2.1909 1.8526  0.06
H 0.4493 -4.7450 2.2047  0.07
H -0.0293 -5.5700 3.6902  0.08
H 0.3642 -3.8422 3.7189  0.09
H -1.6995 -5.4794 1.0354  0.07
H -3.2597 -5.1835 1.8054  0.09
H -2.1351 -6.3629 2.5013  0.08
H -1.8960 -3.5270 4.8839  0.09
H -2.2261 -5.2490 4.6876  0.08
H -3.3821 -4.0622 4.0812  0.09
C -4.2004 0.1810 -5.2593  -0.04
N -5.0903 0.0598 -4.1286  -0.08
C -5.0003 0.7770 -2.9755  -0.78
Se -3.7857 2.0382 -2.5066  0.64
N -6.0158 0.3469 -2.1808  0.11
C -6.7504 -0.6481 -2.8047  -0.18
C -7.8475 -1.3923 -2.4115  -0.01
C -8.3323 -2.3295 -3.3143  -0.09
C -7.7385 -2.5122 -4.5619  -0.09
C -6.6358 -1.7644 -4.9539  -0.01
C -6.1553 -0.8308 -4.0527  -0.16
H -3.5563 1.0393 -5.0858  0.04
H -4.7796 0.3326 -6.1702  0.10
H -3.5900 -0.7173 -5.3627  0.10
H -6.1415 0.7146 -1.2530  0.15
H -8.3073 -1.2526 -1.4425  0.11
H -9.1886 -2.9315 -3.0421  0.10
H -8.1433 -3.2530 -5.2380  0.10
H -6.1719 -1.9088 -5.9203  0.11